[1]
The following is a quantum chemistry calculation of a cluster of 2 separate species, C5H13O3 in total in a non-equilibrium geometry, from OMol25.

The total charge is -1. Its orbital gap is 6.45 eV. For the energy, the calculation gives -423.99998 Eh. The value obtained for the energy above the lowest of the compared OMol25 structures with the same formula, charge and spin is 0.915 eV.

Element x y z (Å)
C  2.78  0.13  -0.37
O  3.89  -0.78  -0.60
C  1.52  -0.73  -0.11
C  0.26  -0.33  -0.94
C  -1.08  -0.47  -0.28
C  -1.37  0.33  1.05
O  -2.65  0.16  1.46
H  3.10  0.77  0.45
H  2.71  0.63  -1.33
H  4.55  -0.80  0.08
H  1.75  -1.78  -0.12
H  1.23  -0.45  0.92
H  0.37  0.72  -1.18
H  0.33  -0.95  -1.85
H  -1.28  -1.44  0.19
H  -1.86  -0.23  -1.02
H  -1.18  1.44  0.97
H  -0.63  -0.18  1.71
H  -3.48  0.91  0.74
H  -4.92  1.56  0.29
O  -4.03  1.47  -0.08

Atomic charges from the Mulliken analysis, expressed in e, are listed below:
1 C -0.389
2 O -0.568
3 C -0.314
4 C -0.459
5 C -0.557
6 C -0.618
7 O -0.827
8 H 0.298
9 H 0.244
10 H 0.279
11 H 0.378
12 H 0.109
13 H 0.330
14 H 0.285
15 H 0.118
16 H 0.330
17 H 0.241
18 H 0.248
19 H 0.470
20 H 0.216
21 O -0.816



[2]
The following is a quantum chemistry calculation of the ion C3H7N2S2 with charge +1 in a non-equilibrium geometry, from OMol25.

The total charge is +1. Its SMILES is [NH2+]=CN[C@H]1S[C@@H]1S. Its orbital gap is 9.36 eV. For the energy, the calculation gives -1024.09176 Eh. The value obtained for the energy above the lowest of the compared OMol25 structures with the same formula, charge and spin is 1.938 eV.

Element x y z (Å)
C  -1.36  -0.01  0.25
C  0.65  0.34  -0.97
C  1.61  -0.11  0.12
N  -0.71  -0.02  -0.85
N  -0.98  0.39  1.43
S  1.23  1.62  -0.01
S  3.02  -1.16  -0.07
H  -2.41  -0.26  0.05
H  1.01  0.39  -2.08
H  1.19  -0.55  1.08
H  -1.17  -0.47  -1.63
H  -1.53  0.64  2.25
H  -0.04  0.78  1.65
H  3.29  -0.97  -1.28

Atomic charges from the Mulliken analysis, expressed in e, are listed below:
1 C 0.153
2 C -0.030
3 C -0.433
4 N -0.088
5 N -0.286
6 S -0.093
7 S -0.127
8 H 0.369
9 H 0.559
10 H 0.137
11 H 0.284
12 H 0.277
13 H 0.142
14 H 0.136



[3]
The following is a quantum chemistry calculation of an isolated molecule of C21H16Cl2N4O3 in a non-equilibrium geometry, from OMol25.

The total charge is 0. Its SMILES is Cc1c(/N=C2/C(=O)N(c3ccccc3Cl)C(=O)[C@H]2Cl)c(=O)n(-c2ccccc2)n1C. Its orbital gap is 7.74 eV. For the energy, the calculation gives -2174.93468 Eh. The value obtained for the energy above the lowest of the compared OMol25 structures with the same formula, charge and spin is 0.392 eV.

Element x y z (Å)
O  1.53  3.10  1.66
O  -1.88  -0.22  -1.37
O  -1.94  1.07  3.57
Cl  1.36  0.20  4.34
Cl  -2.84  1.91  0.54
N  0.73  0.93  -0.18
C  0.51  2.39  1.71
C  -0.76  -0.67  -1.54
C  -1.19  1.45  2.66
C  0.47  -0.13  -1.00
C  1.51  -0.96  -1.43
C  -0.10  1.45  0.73
C  -2.79  -2.78  -5.70
C  1.27  3.48  6.64
C  0.56  4.41  5.88
C  -3.34  -2.62  -4.42
C  -1.41  -2.60  -5.89
C  1.51  2.18  6.13
C  0.04  4.01  4.65
C  -2.52  -2.31  -3.35
C  -0.63  -2.18  -4.81
C  1.03  1.81  4.87
C  0.28  2.73  4.13
C  -1.16  -2.05  -3.53
N  -0.25  2.43  2.86
N  -0.41  -1.67  -2.43
N  1.00  -1.92  -2.31
C  2.97  -0.82  -1.04
C  -1.47  1.01  1.26
C  1.69  -3.16  -2.61
H  -3.41  -3.05  -6.55
H  1.68  3.73  7.61
H  0.38  5.40  6.32
H  -4.39  -2.85  -4.28
H  -0.97  -2.77  -6.87
H  2.07  1.46  6.75
H  -0.57  4.71  4.08
H  -2.99  -2.26  -2.40
H  0.43  -2.02  -4.97
H  3.18  -0.01  -0.33
H  3.53  -0.64  -1.97
H  3.33  -1.73  -0.57
H  -1.62  -0.06  1.26
H  1.05  -3.71  -3.31
H  1.85  -3.74  -1.72
H  2.70  -2.93  -3.08

Atomic charges from the Mulliken analysis, expressed in e, are listed below:
1 O -0.641
2 O -0.674
3 O -0.623
4 Cl -0.209
5 Cl -0.187
6 N -0.481
7 C 0.546
8 C 0.404
9 C -0.118
10 C 0.206
11 C 0.368
12 C -0.203
13 C -0.339
14 C -0.327
15 C -0.802
16 C -0.805
17 C -0.693
18 C -0.669
19 C -0.165
20 C -0.239
21 C 0.060
22 C 0.912
23 C -0.402
24 C 0.121
25 N 0.360
26 N 0.361
27 N -0.068
28 C -1.421
29 C 0.631
30 C -1.079
31 H 0.371
32 H 0.383
33 H 0.348
34 H 0.350
35 H 0.371
36 H 0.354
37 H 0.388
38 H 0.429
39 H 0.485
40 H 0.347
41 H 0.331
42 H 0.397
43 H 0.501
44 H 0.464
45 H 0.349
46 H 0.306



[4]
The following is a quantum chemistry calculation of an isolated molecule of C4H8ClNO in a non-equilibrium geometry, from OMol25.

The total charge is 0. Its SMILES is NC/C(=C/Cl)CO. Its orbital gap is 10.33 eV. For the energy, the calculation gives -747.36176 Eh. The value obtained for the energy above the lowest of the compared OMol25 structures with the same formula, charge and spin is 1.002 eV.

Element x y z (Å)
C  -0.29  1.16  0.40
C  0.21  -0.14  -0.20
C  1.00  -0.99  0.80
C  -0.14  -0.63  -1.37
H  -1.74  1.83  -0.95
H  -0.28  2.48  -1.12
H  0.58  1.69  0.84
H  -0.97  1.04  1.28
H  1.64  -1.71  0.25
H  1.61  -0.36  1.47
H  -0.30  -2.39  1.22
H  -0.80  -0.09  -2.03
N  -0.91  2.13  -0.44
O  0.19  -1.74  1.73
Cl  0.20  -2.29  -1.88

Atomic charges from the Mulliken analysis, expressed in e, are listed below:
1 C -0.586
2 C 0.616
3 C -0.953
4 C -0.263
5 H 0.246
6 H 0.244
7 H 0.340
8 H 0.281
9 H 0.418
10 H 0.297
11 H 0.339
12 H 0.342
13 N -0.630
14 O -0.501
15 Cl -0.191



- Which of these has the highest energy above the lowest of the compared OMol25 structures with the same formula, charge and spin?
  C3H7N2S2



- Which value of orbital gap does entry 3 give?
  7.74 eV